[1]
Molecular formula: C24H26Br2ClCrN7O7P
Method: DFT, ωB97M-V/def2-TZVPD

Geometry as XYZ:
```
69
Properties=species:S:1:pos:R:3:forces:R:3:mulliken_charge:R:1
H 4.3091 -0.4090 -0.6611 0.003 0.012 0.021 0.258
C 1.6156 -2.7948 -0.6056 0.033 -0.009 0.003 -1.506
Br 0.4460 5.5881 -0.7432 0.011 -0.002 -0.002 -0.191
Cl -0.6781 1.9717 6.7543 0.000 -0.002 0.005 -0.236
H -5.1801 0.0481 -0.8248 -0.001 0.002 0.002 0.475
C -3.5138 4.3843 -0.7832 0.018 -0.020 0.003 0.041
H -5.5553 2.5006 -0.8043 0.001 0.001 -0.002 0.329
Br -5.1927 5.2597 -0.7848 -0.004 0.007 0.000 -0.241
H 6.2805 0.7106 -1.0818 0.000 -0.010 -0.019 0.340
H -1.2889 -5.7780 0.1257 0.003 0.000 0.001 0.297
H -2.0523 0.0802 5.1163 0.001 0.002 0.001 0.445
C 1.8242 2.4704 2.3246 0.175 -0.177 0.135 -0.443
C -3.4486 2.9691 -0.7919 -0.009 0.019 -0.006 0.381
N -0.7588 -4.4536 -1.3827 -0.005 0.006 -0.002 0.092
C -0.6661 -2.5981 0.9504 0.007 -0.028 0.004 -1.237
C -4.3502 0.7400 -0.8125 0.015 0.008 -0.005 -1.315
H 1.1240 2.9019 4.7597 -0.003 0.003 0.001 0.382
C 5.4024 1.2880 -1.3574 0.005 0.016 0.025 -1.115
C -4.5540 2.0918 -0.8028 -0.007 -0.013 -0.003 -0.756
C 2.9578 0.9674 -1.1427 0.013 -0.035 0.049 0.068
C 0.6463 -4.8621 -1.3963 0.003 -0.003 0.001 -0.863
H -0.1165 -2.1441 1.7777 0.002 -0.004 0.013 0.482
O 0.1729 2.5088 -0.7677 0.024 0.010 0.007 0.166
H -0.5222 -2.9125 -2.7878 0.003 -0.005 -0.013 0.519
H 3.5262 2.8013 -1.7942 -0.006 -0.001 -0.004 0.289
N 2.7498 2.1737 -1.6860 -0.018 0.025 0.008 -0.155
C -3.0365 0.2441 -0.8070 -0.014 -0.005 -0.010 -0.139
O 1.1097 -1.1620 -3.1676 0.012 0.010 -0.011 -0.485
H 1.8339 2.5895 -1.5199 -0.002 -0.014 0.003 -0.032
H -1.7144 -2.3066 1.0670 -0.005 -0.003 -0.005 0.169
C 0.4871 2.1454 4.3169 0.011 0.007 -0.015 -1.161
N 0.5302 -0.1468 -3.5383 -0.068 -0.075 -0.025 0.815
H 5.4368 2.2255 -0.7972 -0.001 0.000 0.002 0.325
C -1.1358 0.2293 3.1883 -0.017 0.026 -0.010 -0.105
H -2.8448 -0.8222 -0.8142 0.001 0.003 0.007 0.288
C -1.2907 0.5613 4.5171 -0.003 -0.005 -0.007 -1.055
O 2.4178 2.1048 1.3413 -0.079 0.071 -0.044 -0.426
H 2.1191 -2.6274 -1.5578 -0.011 -0.004 0.018 0.385
P -0.0034 -1.9116 -0.6354 -0.016 -0.001 0.001 3.103
N 1.4580 -4.2289 -0.3583 -0.006 0.007 0.010 0.182
C -1.1055 4.5165 -0.7687 -0.024 -0.004 -0.006 -0.144
N -1.9892 1.0316 -0.7958 -0.023 0.020 0.004 0.656
C -0.4756 1.5324 5.0838 0.002 -0.001 -0.002 0.073
C -0.9096 -3.0529 -1.7791 0.000 -0.004 -0.011 -1.190
H -2.4265 6.2095 -0.7655 -0.005 -0.001 0.003 0.436
C 0.6798 1.8030 2.9751 -0.004 0.026 0.012 1.298
N 4.2231 0.5236 -1.0232 -0.009 -0.016 -0.022 -0.124
H -1.9732 -2.7991 -1.7975 0.002 0.005 0.013 0.298
Cr 0.0414 0.5383 -0.7064 -0.150 0.145 -0.036 0.101
H -1.7888 -0.5020 2.7313 -0.004 -0.007 -0.004 0.437
C -0.1593 0.8370 2.3788 -0.366 0.113 -0.062 -0.587
O -0.1170 0.5170 1.1094 0.583 -0.232 0.111 0.177
N -0.5578 -4.0565 1.0281 -0.002 0.006 -0.002 0.116
H 2.2299 -2.3491 0.1796 -0.005 -0.002 0.005 0.387
C -2.1704 2.3796 -0.7915 0.005 -0.011 0.008 0.135
C -2.3700 5.1299 -0.7720 0.005 0.005 -0.004 -0.372
O 0.4567 0.2223 -4.6840 0.051 0.034 0.008 -0.684
H 1.0737 -4.6344 -2.3739 0.002 0.004 0.001 0.423
O -0.0845 0.5929 -2.6390 -0.055 -0.006 -0.023 -0.138
O 2.0297 0.1981 -0.7850 -0.004 0.027 -0.054 0.327
C -1.3043 -4.7004 -0.0508 0.002 0.004 -0.001 -0.926
C -0.9612 3.1434 -0.7802 -0.005 0.015 0.000 -0.009
H 2.1910 3.3458 2.8998 -0.051 0.058 -0.064 0.232
C 0.8385 -4.4843 0.9401 0.000 -0.001 -0.010 -0.951
H 5.4574 1.5034 -2.4270 -0.005 0.000 0.001 0.307
H -2.3420 -4.3608 -0.0205 0.000 0.003 -0.001 0.398
H 0.6825 -5.9425 -1.2409 -0.002 -0.001 0.000 0.285
H 1.4152 -3.9798 1.7176 0.001 0.002 -0.002 0.384
H 0.8717 -5.5602 1.1248 -0.003 -0.001 0.002 0.284
```
Forces are in eV/Å.

Results
Electronic energy = -240390.3668 eV
Lowest unoccupied orbital energy (spin up / spin down) = -0.444 / -0.546 eV
E_HOMO (spin up / spin down) = -7.91 / -7.93 eV
Relative energy (zero: lowest compared OMol25 entry of this formula, charge and spin) = 0.0000 eV
Molar mass = 802.75 g mol⁻¹
2S+1 = 2
Gap between HOMO and LUMO (spin up / spin down) = 7.47 / 7.38 eV

=====

[2]
Molecular formula: C29H41CeCl5P2
Method: DFT, ωB97M-V/def2-TZVPD

Geometry as XYZ:
```
78
Properties=species:S:1:pos:R:3:forces:R:3:mulliken_charge:R:1
H -3.0869 2.8867 3.7516 -0.104 0.224 -0.171 0.400
C -3.9094 -3.4813 -1.9111 -0.582 -0.075 2.128 -0.467
C -4.2954 -3.2211 0.8734 -1.362 -1.592 -1.406 0.099
H 4.9945 -0.4056 -1.5126 -0.019 0.141 -0.293 0.605
H -0.8940 3.5971 0.0599 0.233 -0.141 -0.090 0.414
C 0.6978 -1.2443 4.1432 0.027 -0.050 0.060 -1.547
C -0.6557 0.9117 3.4514 -2.399 -1.610 2.071 0.345
C 0.3236 0.1418 -1.2065 -0.277 -0.128 0.144 -0.325
C -2.1559 -2.6065 3.4905 0.155 -0.403 -0.348 -1.352
H -1.8726 3.2389 2.5121 -0.055 0.115 -0.008 0.319
H 1.8208 -2.5179 -0.9700 0.025 -0.582 -0.072 0.441
C -5.0897 -4.1387 0.1161 0.842 0.407 -1.675 -0.443
H 4.7442 1.0720 -5.0922 -0.227 -0.241 0.093 0.365
H -4.5793 0.5019 2.0338 -0.093 0.114 0.006 0.277
C 1.1935 -2.4650 -0.0789 0.711 -1.589 -0.822 -1.316
H 1.5602 2.7956 -3.4768 0.273 -0.026 -0.047 0.464
H -1.9590 1.8211 -2.4474 -0.517 0.023 -0.318 0.454
H 0.2450 -2.9966 -0.2409 0.227 0.186 -0.067 0.344
H 5.3803 2.5577 -4.1169 -0.109 0.130 0.301 0.339
H 0.6478 2.8584 0.5527 -0.212 -0.156 -0.286 0.227
C -0.1289 2.8607 -0.2251 0.768 1.675 -0.629 -1.070
H 1.5937 -0.6888 3.8698 0.109 -0.074 0.052 0.324
C 2.4449 -0.0514 0.7932 1.888 0.397 -0.176 -0.744
C 4.8711 0.2736 -2.3660 -0.186 -0.434 -0.151 -0.560
Cl -2.0388 -1.7264 -2.1733 0.419 0.324 0.714 -0.390
C -3.1403 -2.5740 -1.0862 -1.804 -1.902 -0.752 0.901
P -0.9133 1.3220 -0.4601 0.907 0.987 -0.636 1.097
H 2.3297 0.9581 1.2137 -0.102 -0.300 -0.221 0.278
H 2.8974 -0.6907 1.5649 -0.067 0.187 -0.200 0.436
C 4.2199 -0.2137 -3.4301 0.014 -0.259 0.566 -0.247
H 0.3121 2.7725 3.0081 0.068 0.096 0.061 0.322
H 6.5981 1.5284 -2.2093 -0.278 -0.027 0.006 0.358
C -2.3118 1.5018 -1.4659 -1.147 0.533 -1.477 -1.279
H 0.6535 -1.3140 5.2336 0.217 -0.159 -0.048 0.389
H -2.8829 0.5686 -1.5499 0.230 0.319 -0.015 0.389
C 0.3998 1.9310 3.6964 -0.036 -0.060 -0.126 -1.421
H 1.1130 0.6397 -1.7854 -0.022 -0.015 0.198 0.189
C -3.2756 -2.4104 0.2984 0.020 0.127 0.179 0.257
H 0.3080 3.1400 -1.1855 0.253 0.565 0.132 0.322
H -4.3359 -1.2437 2.1602 -0.077 0.536 0.175 0.208
H -0.2344 -0.5717 -1.8446 0.600 0.565 0.413 -0.095
H -3.4196 2.4922 2.0548 -0.041 0.124 0.025 0.310
C 2.5738 2.4260 -3.6763 0.122 0.364 0.299 -0.508
C 2.6174 1.3145 -4.6828 0.084 -0.333 -0.156 -0.438
H -1.2599 -3.2189 3.5312 0.144 -0.106 0.142 0.344
H 3.2881 3.8318 -2.3202 0.069 -0.322 -0.315 0.343
Cl -5.8164 -5.3488 -2.2112 -0.472 -0.542 -0.401 -0.182
H 5.5861 3.6744 -2.7757 -0.237 -0.387 -0.175 0.401
H 3.0971 -0.0168 -0.0818 0.495 0.251 0.216 -0.026
H 0.2808 2.3059 4.7177 0.158 0.088 -0.121 0.346
H 1.3948 1.4980 3.6012 0.086 0.090 0.049 0.312
C 5.0469 2.7623 -3.0937 0.587 0.055 0.075 -0.952
H 0.7605 -2.2532 3.7328 0.117 -0.037 0.082 0.343
C -2.7960 -0.0935 3.0436 1.815 0.257 4.247 0.706
H -2.9622 2.2718 -1.0334 0.158 -0.071 -0.120 0.435
H 3.8389 -1.2430 -3.3456 0.196 0.395 0.001 0.369
H -4.7954 -0.3202 3.5934 -0.210 0.043 -0.069 0.329
H 2.4193 1.7175 -5.6904 0.034 -0.063 0.274 0.416
C 3.5729 3.0344 -3.0239 -0.619 0.067 0.147 -0.198
C -1.8381 -1.1743 3.4247 -0.417 3.281 3.860 0.747
H 1.7689 0.6423 -4.4680 0.170 0.113 -0.093 0.198
H 3.7502 -0.3183 -5.5017 0.107 0.348 0.327 0.398
C -2.6414 2.5309 2.8187 -0.094 0.071 0.109 -1.465
C -4.8979 -4.2797 -1.2938 1.375 1.582 1.290 0.115
Cl -6.3266 -5.1491 0.7330 -0.145 -0.064 0.375 -0.211
Cl -4.9479 -3.3974 2.5620 0.682 0.666 -0.262 -0.172
Ce -1.2199 -0.2747 1.4912 -2.727 -4.960 -9.364 -1.814
H 1.7123 -2.9294 0.7713 -0.099 0.078 -0.243 0.449
C 3.9083 0.4619 -4.7332 -0.197 0.066 -0.556 -0.991
H -2.7439 -2.9175 2.6246 0.465 0.035 0.402 0.325
C -4.2050 -0.2939 2.6761 -0.339 -0.083 -0.254 -1.057
C -2.0607 1.1902 3.0774 0.896 -1.561 2.345 0.913
H 5.2869 1.9224 -1.1150 0.076 -0.053 -0.225 0.263
P 0.9491 -0.7867 0.2783 1.511 0.579 -0.478 1.156
Cl -3.7301 -3.6707 -3.5899 0.300 0.162 -0.536 -0.198
C 5.5003 1.6184 -2.1542 0.007 0.400 0.030 -0.565
C -0.5274 -0.5438 3.6855 -2.360 1.836 1.818 0.918
H -2.7534 -2.7821 4.3850 -0.006 -0.198 -0.010 0.336
```
Forces are in eV/Å.

Results
Electronic energy = -124842.8828 eV
Lowest unoccupied orbital energy (spin up / spin down) = -3.362 / -3.262 eV
Net charge = +1
E_HOMO (spin up / spin down) = -10.67 / -10.68 eV
Relative energy (zero: lowest compared OMol25 entry of this formula, charge and spin) = 4.9624 eV
Molar mass = 768.98 g mol⁻¹
2S+1 = 2
Gap between HOMO and LUMO (spin up / spin down) = 7.31 / 7.42 eV

=====

[3]
Molecular formula: C4H5NO
Method: DFT, ωB97M-V/def2-TZVPD

Geometry as XYZ:
```
11
Properties=species:S:1:pos:R:3:forces:R:3:mulliken_charge:R:1
C -1.4306 -0.5976 0.1538 4.502 -1.465 -0.705 -0.117
C -0.0788 -1.1287 -0.0683 -2.316 1.770 0.767 -0.499
H 0.3445 -2.0817 -0.0277 0.236 -1.371 0.079 0.403
H 0.8577 2.0495 -0.1810 -1.531 -1.840 0.460 0.309
H -2.3024 -1.2818 0.1906 0.597 1.114 0.081 0.356
N 0.8164 -0.0668 -0.1991 0.599 -2.000 1.125 0.201
H -2.0458 1.5866 -0.0350 2.017 -1.611 1.216 0.233
C -1.1969 0.8028 0.2374 0.157 2.846 -2.954 -0.610
C 0.2317 1.0827 -0.0747 -4.210 3.581 0.938 -0.226
H 2.6836 -0.3099 -0.3594 0.638 -0.277 -0.555 0.343
O 2.1208 -0.0551 0.3634 -0.687 -0.748 -0.453 -0.394
```
Forces are in eV/Å.

Results
SMILES = On1cccc1
Electronic energy = -7762.9664 eV
Lowest unoccupied orbital energy = 0.733 eV
E_HOMO = -8.04 eV
Relative energy (zero: lowest compared OMol25 entry of this formula, charge and spin) = 3.5601 eV
Molar mass = 83.09 g mol⁻¹
Gap between HOMO and LUMO = 8.78 eV

=====

[4]
Molecular formula: C4H4CoLiO5
Method: DFT, ωB97M-V/def2-TZVPD

Geometry as XYZ:
```
15
Properties=species:S:1:pos:R:3:forces:R:3:mulliken_charge:R:1
H 0.5937 2.2880 -0.0100 -0.113 -0.293 0.176 0.333
Co 0.7192 -1.9694 -3.1683 0.416 -0.419 -0.966 0.158
O 0.4784 -0.1358 -2.4253 -0.632 -0.199 0.578 -0.655
O -2.5527 -0.2232 1.0103 -0.971 -0.114 0.606 -0.704
C -1.4354 0.2007 1.2673 1.531 -1.481 -3.276 0.673
O -0.4096 -0.5747 1.4657 -1.579 -0.855 0.935 -0.548
H 1.5779 -0.4565 1.1494 -0.726 0.470 1.239 0.369
O -0.1423 -1.9470 -1.3857 -0.815 -0.269 0.175 -0.838
C 0.9556 0.1819 0.5163 2.411 0.954 -0.817 -0.509
H 1.8007 0.3347 -0.1683 -0.826 -0.078 -1.981 0.375
C 0.3642 1.5729 0.7856 -0.238 -1.012 0.495 -0.357
O -1.0592 1.3938 0.7794 -0.248 1.404 0.946 -0.345
C -0.0280 -0.6455 -1.3777 1.877 1.223 1.042 0.923
H 0.6813 1.9612 1.7606 0.017 -0.001 -0.115 0.256
Li -1.5437 -1.9812 -0.1993 -0.105 0.669 0.964 0.868
```
Forces are in eV/Å.

Results
Electronic energy = -52277.0527 eV
Lowest unoccupied orbital energy (spin up / spin down) = -0.434 / -1.315 eV
E_HOMO (spin up / spin down) = -6.99 / -8.56 eV
Relative energy (zero: lowest compared OMol25 entry of this formula, charge and spin) = 4.0345 eV
Molar mass = 197.94 g mol⁻¹
2S+1 = 5
Gap between HOMO and LUMO (spin up / spin down) = 6.56 / 7.25 eV